1.
Computed, not measured: an isolated molecule of C6H10OSi, with ωB97M-V/def2-TZVPD.

Each line ends with the natural charge from an NBO analysis.
Cartesian coordinates (Å):
H 0.900390 -0.533589 2.396790  0.24
H 2.388039 -1.078388 1.553487  0.23
H 2.698450 -0.884823 -1.146229  0.24
H -1.074257 -1.007108 -1.956472  0.23
C -1.465720 -0.441985 -1.160166  -0.28
H 1.209196 -0.416967 -2.009061  0.23
C 1.802114 -0.178503 1.827397  -1.08
C -2.841992 -0.355165 -0.693304  -0.31
C 1.982316 -0.037439 -1.285537  -1.10
C -2.852262 0.375003 0.460614  0.10
O -1.579631 0.704662 0.786429  -0.41
H 0.987770 1.981584 0.680873  -0.18
H 2.538309 0.639232 -1.830236  0.24
C -0.753650 0.239502 -0.195632  -0.16
H -3.626137 0.610668 1.104609  0.20
Si 0.998604 0.562247 0.218317  1.34
H -3.763622 -0.662273 -1.226381  0.23
H 2.452084 0.483350 2.474501  0.25

Forces on the atoms, in the same order (eV/Å):
H 0.98 0.26 0.01
H -0.29 0.37 0.26
H -0.75 0.52 0.44
H 0.28 -0.31 -0.86
C -1.06 1.10 2.55
H 0.66 0.25 0.53
C -0.81 -0.65 -0.11
C -0.64 0.30 -0.77
C -1.39 -2.22 0.13
C 1.73 -1.41 -2.03
O -0.68 0.26 0.07
H 0.08 0.13 -0.74
H 1.07 1.94 -1.01
C -0.25 -1.01 -0.15
H -1.13 0.65 1.17
Si 2.26 0.32 0.97
H 0.90 0.00 0.49
H -0.98 -0.50 -0.95

- SMILES = C[SiH](C)c1ccco1
- frontier orbital gap (eV) = 9.84
- ΔE to the lowest compared entry with this formula, charge and spin (kcal/mol) = 24.6

2.
Computed, not measured: an isolated molecule of C6H10S2, with ωB97M-V/def2-TZVPD.

Each line ends with the natural charge from an NBO analysis.
Cartesian coordinates (Å):
C -0.608103 -0.136299 0.260892  -0.13
H 0.077352 -2.146330 0.901202  0.24
S 0.205580 1.531886 0.137287  0.20
C -2.017819 -0.019931 0.881067  -0.41
H 1.979766 1.061309 -1.384129  0.22
H -3.439082 -0.948603 -0.666789  0.21
H -0.908915 -0.065072 -1.947030  0.22
H 2.533171 1.440504 0.272768  0.23
C 0.395035 -1.063653 0.864401  -0.54
H -1.118192 -1.638212 -1.176612  0.20
C -2.656029 -0.236018 -0.546271  -0.40
C 1.807059 0.864420 -0.342425  -0.69
H 0.555877 -0.793499 1.910571  0.22
H -2.922916 0.726110 -1.010844  0.20
H -2.270374 -0.801066 1.544358  0.21
C -1.230207 -0.599790 -1.046892  -0.42
S 1.895357 -0.946282 -0.149537  0.21
H -2.241298 0.942815 1.327866  0.22

Forces on the atoms, in the same order (eV/Å):
C -0.33 0.69 -0.12
H 0.15 1.08 -0.42
S -0.64 -1.00 0.31
C -0.42 0.84 -1.32
H 0.22 0.14 -0.43
H -0.49 -0.52 0.00
H 0.00 -0.27 0.14
H -0.18 -0.73 -0.46
C 0.14 -1.02 0.75
H 0.32 -1.40 -0.28
C 1.56 1.50 0.21
C 0.62 0.57 0.47
H 0.32 0.11 -0.05
H -0.29 -0.36 0.34
H -0.09 -0.90 0.90
C -0.67 0.98 -0.74
S -0.16 0.25 0.45
H -0.05 0.03 0.24

- SMILES = C1CC2(C1)CSCS2
- frontier orbital gap (eV) = 9.40
- ΔE to the lowest compared entry with this formula, charge and spin (kcal/mol) = 10.7

3.
Computed, not measured: an isolated molecule of C6H10S2, with ωB97M-V/def2-TZVPD.

Each line ends with the natural charge from an NBO analysis.
Cartesian coordinates (Å):
H -2.899378 0.941454 -0.857348  0.13
H 1.409082 -2.341540 -1.137036  0.23
C -0.550483 0.593372 -0.639821  -0.34
H -0.468743 1.196931 -1.577347  0.23
C 1.029523 -0.417146 0.865312  -0.27
S 2.230232 0.183322 -0.404104  0.11
H -0.373217 -2.393799 -0.902518  0.21
C 0.558721 -0.438779 -0.542479  -0.16
H -0.609779 0.045715 2.175369  0.22
H 1.298895 -1.361008 1.417129  0.24
H 0.332812 -1.631899 -2.406631  0.23
C 0.184171 0.605551 1.704473  -0.42
C -0.350440 1.494125 0.577084  -0.42
H 0.784600 1.256265 2.360676  0.23
S -2.193033 -0.158602 -0.568279  -0.04
C 0.493341 -1.767401 -1.312318  -0.61
H 0.432103 2.225847 0.345469  0.22
H -1.308407 1.967593 0.902369  0.22

Forces on the atoms, in the same order (eV/Å):
H 0.15 0.09 0.04
H -0.17 0.22 -0.12
C 0.19 1.36 -0.92
H -0.11 -0.61 0.60
C 0.14 -0.72 1.49
S 0.10 0.63 0.80
H 1.01 0.79 -0.67
C -0.47 -1.46 -0.30
H -0.10 -0.04 0.47
H -0.09 0.96 -0.95
H 0.16 0.02 0.81
C 1.51 0.09 -1.89
C -0.63 0.55 0.56
H -0.32 -0.76 0.21
S -0.32 -0.77 -0.18
C -1.49 -0.48 0.49
H -0.42 0.12 0.04
H 0.87 0.00 -0.50

- SMILES = C[C@]12S[C@H]1CC[C@@H]2S
- frontier orbital gap (eV) = 9.50
- ΔE to the lowest compared entry with this formula, charge and spin (kcal/mol) = 3.4

4.
Computed, not measured: a cluster of 2 separate species, C6H11Br in total, with ωB97M-V/def2-TZVPD.

Each line ends with the natural charge from an NBO analysis.
Cartesian coordinates (Å):
C 0.164901 1.147468 -1.141675  -0.61
C 1.072533 -0.909765 -0.136529  0.39
H -1.540082 -1.419420 0.467855  0.22
H 1.109749 1.055371 -1.778091  0.25
H -1.319747 -0.753582 -1.132361  0.21
H -2.016770 0.232785 -0.047098  0.23
H 2.184088 -2.747498 -0.176214  0.27
C 1.219591 -2.201275 -0.032324  -0.54
C 0.080455 0.166035 0.033146  -0.25
Br 3.507875 0.121538 0.038094  -0.37
H 0.092199 2.271507 -0.954087  0.24
H 0.381118 0.469292 2.237361  0.22
C 0.392885 0.975584 1.272398  -0.61
H 1.432546 1.260481 1.020183  0.26
H 0.411444 -2.864998 0.294805  0.25
C -1.266817 -0.536724 -0.133047  -0.57
H -0.579015 0.874529 -1.916495  0.21
H -0.399288 1.778749 1.449965  0.22

Forces on the atoms, in the same order (eV/Å):
C 0.98 1.22 -2.89
C 1.95 -0.17 0.87
H 0.44 0.53 0.04
H -0.80 0.00 1.34
H -0.21 -1.27 -2.45
H -0.46 0.28 0.57
H -0.85 0.92 0.21
C 1.16 -0.73 -0.02
C 0.43 0.27 -0.28
Br -2.08 -0.90 -0.45
H -0.16 -1.71 0.34
H 0.24 -0.65 -0.23
C -0.72 0.65 0.79
H -0.67 0.87 0.89
H -0.19 0.47 -0.49
C -0.52 0.35 2.00
H 0.04 0.42 0.53
H 1.41 -0.55 -0.78

- frontier orbital gap (eV) = 8.21
- ΔE to the lowest compared entry with this formula, charge and spin (kcal/mol) = 54.4

5.
Computed, not measured: a structure of composition C6H11Br3, with ωB97M-V/def2-TZVPD.

Each line ends with the natural charge from an NBO analysis.
Cartesian coordinates (Å):
H -0.045144 0.460511 -2.340624  0.22
C 2.640887 1.175022 1.622164  -0.42
H 1.998068 1.920056 1.523136  0.17
H -1.850117 -0.125978 0.866538  0.22
C -0.824254 -0.416410 0.845464  -0.61
Br 4.199923 1.193286 0.676864  0.09
H -0.348881 0.204213 1.707731  0.21
H -1.499787 -1.389411 -1.692853  0.21
H -1.196580 1.222519 -1.218993  0.22
C -0.601023 -1.752454 -1.200047  -0.61
Br 2.548956 -0.591334 -1.581726  0.15
C -0.032539 -0.466150 -0.444217  -0.17
H -0.832536 -1.400349 1.205228  0.22
H 2.859267 0.803008 2.569862  0.18
C 1.453914 -0.759849 -0.131758  -0.23
H 0.507709 1.447743 -1.128091  0.22
Br 1.742379 -2.229845 0.900942  0.13
H -0.800560 -2.690643 -0.548958  0.21
H 0.092906 -2.175271 -1.860575  0.21
C -0.242940 0.731779 -1.350436  -0.61

Forces on the atoms, in the same order (eV/Å):
H -0.12 -0.35 -1.69
C 2.14 -2.85 -0.47
H -2.67 3.16 -0.73
H -0.78 0.48 -0.92
C 1.49 1.67 2.39
Br 0.81 0.46 -0.52
H -0.45 -0.77 -1.61
H -0.15 -0.52 -0.17
H -0.39 -0.24 -0.07
C -0.76 -0.37 2.03
Br 0.91 -0.01 -1.03
C -0.54 -1.68 0.04
H -0.03 -1.37 0.88
H -0.32 -0.85 1.44
C -1.73 1.48 -0.11
H 0.69 1.02 0.36
Br 0.57 -1.29 1.03
H -0.11 1.95 -0.53
H 1.03 0.00 -1.59
C 0.42 0.09 1.28

- frontier orbital gap (spin up / spin down) (eV) = 7.90 / 8.05
- ΔE to the lowest compared entry with this formula, charge and spin (kcal/mol) = 74.9

6.
Computed, not measured: a cluster of 2 separate species, C6H11BrN2 in total, with ωB97M-V/def2-TZVPD.

Each line ends with the natural charge from an NBO analysis.
Cartesian coordinates (Å):
H -0.201087 2.821213 0.879590  0.25
N 0.525719 -0.197928 -0.022903  -0.27
C 0.982475 1.024945 0.399533  -0.03
H 1.622244 -1.113887 -1.540891  0.23
Br 4.572132 2.231965 0.025001  -0.96
H 1.284904 -3.522890 -0.091257  0.25
H 2.003510 1.312933 0.582509  0.32
H 2.289581 -1.263797 0.034827  0.25
H -1.507617 -0.948003 -0.309122  0.23
N -1.239716 1.045824 0.237147  -0.29
H -2.534988 2.563985 0.515376  0.23
C -0.790970 -0.159320 -0.155152  0.22
H 0.147332 -2.975383 -1.292788  0.22
H -0.088263 -2.621035 0.433237  0.21
H -3.118986 1.469792 -0.685465  0.23
C -2.591624 1.502907 0.267048  -0.42
C 0.647846 -2.686753 -0.370097  -0.63
H -3.206218 1.038575 1.038000  0.23
C 1.347260 -1.317198 -0.507555  -0.22
C -0.143533 1.794046 0.562962  -0.04

Forces on the atoms, in the same order (eV/Å):
H -0.11 -0.03 0.00
N 0.03 -0.40 -0.66
C -1.36 0.64 0.31
H -0.15 0.08 -0.05
Br -0.56 -0.27 0.07
H 0.44 0.32 -0.10
H 0.73 -0.13 -0.27
H -0.10 -0.04 0.19
H 0.46 -0.29 -0.44
N 1.31 -0.84 -0.55
H -0.12 -0.07 0.06
C -1.31 0.52 0.87
H -0.13 0.09 0.02
H -0.08 -0.12 -0.05
H 0.33 -0.39 -0.12
C -1.09 1.25 0.30
C -0.30 0.47 0.19
H 0.25 -0.26 -0.03
C 0.78 -0.66 0.10
C 1.00 0.14 0.15

- frontier orbital gap (eV) = 5.93
- ΔE to the lowest compared entry with this formula, charge and spin (kcal/mol) = 15.9

7.
Computed, not measured: a cluster of 2 separate species, C6H11BrNO in total, with ωB97M-V/def2-TZVPD.

Each line ends with the natural charge from an NBO analysis.
Cartesian coordinates (Å):
H 0.935930 -1.277267 -1.213677  0.25
C 1.709576 0.480906 -0.161332  -0.46
O -1.478275 -3.145571 -0.157144  -0.44
H -1.950966 -0.164100 -1.646860  0.21
N -0.536114 -0.142956 -0.014667  -0.41
H -0.389512 -0.888950 0.555204  0.42
H 0.444864 0.253057 -1.915852  0.23
H -3.325244 -2.745599 -1.150917  0.22
C 1.101112 1.145670 1.129921  -0.41
H 2.487668 -0.213337 0.138739  0.24
Br -3.389098 0.454926 0.217553  0.10
C -1.826999 -0.279728 -0.647693  -0.26
H 1.354967 2.179145 1.288900  0.25
H -0.740692 1.966508 0.207202  0.24
H 2.249053 1.210661 -0.733892  0.25
H 1.255154 0.588260 2.057266  0.23
C -2.280852 -2.525763 -0.705692  0.52
C -0.400845 1.070308 0.813315  -0.24
C 0.690606 -0.202503 -0.971227  -0.20
H -1.133800 1.046522 1.764645  0.27

Forces on the atoms, in the same order (eV/Å):
H -0.51 1.03 0.56
C 2.31 0.82 1.68
O 0.19 -0.57 0.05
H 0.55 1.00 -2.80
N -0.78 2.28 -2.95
H 0.30 -3.15 2.43
H -0.34 0.49 -0.09
H 1.39 0.33 0.50
C -1.45 -0.92 -0.78
H 0.05 -0.19 0.12
Br 0.64 -0.24 -0.14
C -2.45 -3.82 2.11
H 0.43 0.23 -0.03
H 0.37 -1.21 0.49
H 0.07 0.51 -0.37
H 0.48 -0.03 -0.27
C -0.60 2.93 -0.03
C -1.25 2.28 1.88
C -1.22 -1.52 -0.07
H 1.82 -0.26 -2.28

- frontier orbital gap (spin up / spin down) (eV) = 9.08 / 9.08
- net charge = +1
- ΔE to the lowest compared entry with this formula, charge and spin (kcal/mol) = 0.0

8.
Computed, not measured: a structure of composition C6H11Cl2FS, with ωB97M-V/def2-TZVPD.

Each line ends with the natural charge from an NBO analysis.
Cartesian coordinates (Å):
H 0.036888 -0.295362 -1.723517  0.22
H 2.989700 0.047079 -1.865660  0.22
S 1.784114 1.786539 0.188771  -0.09
C 2.932184 -0.453217 -0.926953  -0.63
H -0.460654 -0.132153 -0.006031  0.16
Cl -5.286790 -0.888637 0.088618  0.04
H 2.838499 -1.549845 -1.034367  0.22
H 3.910229 -0.292523 -0.420603  0.22
H 0.314532 -1.634850 -0.663728  0.20
C -4.774341 0.744602 0.101891  0.30
H 0.883993 2.078435 1.119404  0.12
H 2.833914 -0.692915 1.555710  0.22
F -5.775012 1.620120 -0.293902  -0.31
H 1.004617 -0.438339 1.899566  0.21
C 1.702031 -0.083638 -0.071284  -0.07
Cl -2.038351 0.189420 0.236000  0.06
H 1.544713 -1.906228 1.121594  0.21
C 0.301592 -0.499289 -0.664586  -0.57
C 1.787373 -0.841658 1.265376  -0.63
H -3.042604 2.162624 0.005655  0.25
C -3.486627 1.079839 0.088041  -0.34

Forces on the atoms, in the same order (eV/Å):
H 0.43 0.69 0.68
H -0.22 0.23 -0.84
S 0.79 -0.49 -0.75
C -0.14 -0.86 1.21
H 2.46 -0.56 -0.39
Cl -0.18 0.20 0.29
H 0.18 0.41 -0.45
H -0.80 0.13 0.00
H -0.24 1.09 0.27
C -0.15 0.33 -1.68
H -0.42 -0.49 0.30
H -0.52 -0.20 0.92
F 1.53 -1.05 1.03
H 0.38 0.07 0.65
C -1.08 0.20 -0.28
Cl -3.83 -0.18 0.66
H 0.39 0.28 -0.05
C 2.56 -2.02 -1.04
C 0.28 0.45 -0.95
H -2.11 -1.85 -0.01
C 0.66 3.64 0.41

- frontier orbital gap (eV) = 9.60

What are the max |F| values for these records? In order: 0.0586 0.0423 0.0471 0.0640 0.0818 0.0328 0.0972 0.0756 hartree/bohr.